Entry from the Open Molecules 2025 dataset: 3 unconnected molecules or ions with the total composition C2H10NO3 in a non-equilibrium geometry (wB97M-V/def2-TZVPD).

Each line ends with the natural charge from an NBO analysis.
Cartesian coordinates (Å):
C: 0.87619 1.36341 0.28308  -0.4275
N: 0.67708 0.98306 -1.12689  -0.7173
C: 0.25465 -0.49031 -1.47139  0.1262
O: -0.60371 -1.18366 -0.69637  -0.9430
H: 1.40432 0.53711 0.74700  0.2180
H: -0.05024 1.65980 0.78315  0.1733
H: 1.56503 2.23260 0.43673  0.1532
H: 0.02581 1.52054 -1.67295  0.3349
H: 1.31163 -0.85499 -1.48259  0.0973
H: -0.28225 -0.39774 -2.46334  0.1052
H: -2.21542 -0.04998 1.53658  0.4356
H: -1.70711 -0.34115 0.09835  0.5121
O: -2.47382 0.09165 0.62274  -1.0266
H: 0.44233 -1.79161 0.65171  0.5179
H: 0.01146 -1.58481 2.16776  0.4530
O: 0.76406 -1.69391 1.58642  -1.0125

Calculated values
Net charge: -1
LUMO level (eV): 4.1
Kohn-Sham gap (eV): 7.82
ΔE to the lowest compared entry with this formula, charge and spin (kcal/mol): 20.8

Entry from the Open Molecules 2025 dataset: a molecular structure, C13H23BN6SiSn in a non-equilibrium geometry (wB97M-V/def2-TZVPD).

Each line ends with the natural charge from an NBO analysis.
Cartesian coordinates (Å):
H: 2.01781 -1.07163 2.40078  0.2283
N: 0.31165 -1.33200 1.16753  -0.3618
B: -1.92012 -2.06822 0.11745  0.5673
N: -0.84230 -2.08333 1.27215  -0.3009
C: -0.83623 -2.73562 2.44993  0.0129
Sn: 0.74018 0.36727 -0.28259  1.1324
H: -1.67380 -3.36484 2.72336  0.2290
C: 0.34668 -2.43054 3.11163  -0.3512
H: 0.65159 -2.79813 4.07742  0.2336
C: 1.05373 -1.55466 2.27813  -0.0066
H: -2.85554 -2.76050 0.39823  -0.0376
C: 1.01997 1.07984 -2.41531  -1.1099
H: 1.96385 1.61562 -2.56140  0.2098
H: 0.19803 1.76340 -2.66673  0.1699
H: 0.95032 0.20558 -3.09935  0.2134
N: -1.25156 -2.61297 -1.20466  -0.3452
N: -2.37797 -0.56045 -0.08371  -0.2912
N: -0.13742 -1.93808 -1.62225  -0.3100
N: -1.45425 0.43939 -0.34735  -0.3895
C: -1.51269 -3.64812 -2.03662  -0.0197
C: -3.59945 -0.00582 0.00018  0.0191
H: -2.34638 -4.30751 -1.83224  0.2161
H: -4.45396 -0.62621 0.25387  0.2320
C: -0.55188 -3.63696 -3.05877  -0.3597
C: -3.48446 1.35655 -0.27321  -0.3490
C: 0.27874 -2.53351 -2.75331  -0.0313
C: -2.12812 1.60610 -0.51300  -0.0041
H: -0.45934 -4.31468 -3.89419  0.2282
H: -4.27929 2.07952 -0.29514  0.2349
H: 1.14299 -2.12250 -3.26400  0.2222
H: -1.58498 2.50714 -0.78612  0.2354
H: 2.17374 -0.14190 -1.60298  -0.2033
C: 3.43600 2.43715 0.15209  -1.1084
Si: 1.70098 2.34808 0.88948  1.2466
C: 1.64337 1.89506 2.69211  -1.1278
C: 0.61739 3.78910 0.40415  -1.1282
H: 4.00230 1.50301 0.31077  0.2590
H: 3.94807 3.25513 0.67658  0.2319
H: 3.43105 2.65304 -0.92977  0.2558
H: 1.86898 2.80829 3.25071  0.2345
H: 0.64781 1.53303 2.98823  0.2480
H: 2.37787 1.11523 2.94641  0.2422
H: 1.08091 4.67938 0.84290  0.2384
H: 0.54864 3.92724 -0.68536  0.2537
H: -0.40291 3.68403 0.80399  0.2407

Calculated values
Net charge: 0
LUMO level (alpha / beta) (eV): 0.6 / 0.6
Kohn-Sham gap (alpha / beta) (eV): 6.87 / 6.87

Entry from the Open Molecules 2025 dataset: a molecular structure, C41H45N4O3PPbS2 in a non-equilibrium geometry (wB97M-V/def2-TZVPD).

Each line ends with the Löwdin charge.
Cartesian coordinates (Å):
Pb: 1.30279 -0.48094 0.70241  1.2257
C: 4.50674 -0.93418 2.10145  -0.0662
N: 3.85375 0.31647 1.69326  -0.2390
C: 4.47054 0.90549 0.50278  -0.2109
C: 4.32523 0.04185 -0.74951  -0.1504
N: 2.94529 -0.16704 -1.26223  -0.2485
C: 2.92243 -1.43254 -2.02149  -0.0870
C: 2.48569 0.97693 -2.03747  -0.2775
C: 2.66528 0.99804 -3.41638  -0.0413
C: 2.22833 2.05617 -4.19452  -0.0962
C: 1.64369 3.15149 -3.58244  -0.0938
C: 1.47469 3.16012 -2.21103  -0.1336
C: 1.84469 2.06779 -1.41747  -0.5944
S: 1.45506 2.14492 0.29665  0.5642
C: 3.62792 1.21987 2.76541  -0.2870
C: 4.27917 2.44928 2.86839  -0.0154
C: 4.06317 3.29544 3.94257  -0.0664
C: 3.20175 2.93464 4.96509  -0.0783
C: 2.53134 1.72709 4.88077  -0.1127
C: 2.70207 0.90031 3.77645  -0.4530
S: 1.73113 -0.60515 3.70730  0.9501
H: 5.59903 -0.83910 2.05355  0.1009
H: 4.18948 -1.75799 1.46043  0.0867
H: 4.23019 -1.18605 3.12140  0.0648
H: 5.55037 1.05606 0.65890  0.1296
H: 3.99991 1.87024 0.32713  0.0717
H: 4.74850 -0.94402 -0.55118  0.1161
H: 4.92258 0.51630 -1.53761  0.1373
H: 3.77057 -1.51255 -2.70940  0.0942
H: 1.99622 -1.50920 -2.58727  0.0908
H: 2.94288 -2.27290 -1.32940  0.0705
H: 3.15633 0.16733 -3.90462  0.1075
H: 2.35069 2.02119 -5.26865  0.1020
H: 1.31537 4.00201 -4.16580  0.1038
H: 1.03752 4.02131 -1.72260  0.0929
H: 4.98100 2.75670 2.10718  0.1095
H: 4.59195 4.23758 3.99070  0.1071
H: 3.05105 3.57766 5.82077  0.1054
H: 1.84454 1.42328 5.65937  0.1136
O: 1.01846 -4.28260 -1.63535  0.0071
C: 0.57204 -3.71689 -0.64010  -0.6462
O: 1.23152 -2.94487 0.14478  -0.2602
C: -0.92772 -3.95102 -0.29712  -0.2491
N: -1.29008 -3.33141 0.98535  -0.0451
C: -2.16289 -4.27218 1.68597  -0.2124
C: -1.63024 -5.65121 1.30036  -0.1728
C: -1.30576 -5.44973 -0.18374  -0.1301
H: -1.49911 -3.48320 -1.10946  0.1333
H: -1.33850 -1.28449 0.45495  -0.0188
H: -0.42272 -3.22289 1.50858  0.0920
H: -3.17952 -4.14859 1.30254  0.1011
H: -2.15498 -4.06245 2.75602  0.1133
H: -2.35478 -6.44716 1.47277  0.1022
H: -0.72280 -5.87320 1.86628  0.1108
H: -2.19335 -5.65896 -0.78371  0.1075
H: -0.49817 -6.08880 -0.53524  0.1080
C: -0.41999 1.28997 3.54945  -0.0406
C: -0.02914 -0.12602 3.83009  -0.7286
O: -0.78384 -1.02173 4.07700  0.0267
H: -1.19493 1.58338 4.25737  0.1000
H: -0.85318 1.30780 2.54284  0.0684
H: 0.40546 1.99047 3.58239  0.0620
N: -1.06005 -0.30350 0.22532  -0.2892
P: -2.15603 0.39785 -0.68316  0.8711
C: -2.57788 2.00257 0.05597  -0.2781
C: -3.56879 2.07318 1.03296  -0.0745
C: -3.68817 3.21220 1.81156  -0.0803
C: -2.80818 4.27016 1.63205  -0.0804
C: -1.83170 4.21048 0.65002  -0.0696
C: -1.71941 3.07890 -0.14270  -0.1270
C: -1.69279 0.68928 -2.40965  -0.3036
C: -0.95465 -0.29997 -3.05264  -0.0726
C: -0.67837 -0.18524 -4.40483  -0.0672
C: -1.13047 0.92175 -5.10914  -0.0774
C: -1.85843 1.91274 -4.46744  -0.0725
C: -2.14934 1.79662 -3.11769  -0.0813
C: -3.66705 -0.60411 -0.78305  -0.2654
C: -4.27245 -0.88272 -2.00558  -0.0619
C: -5.38337 -1.70997 -2.05752  -0.0713
C: -5.90941 -2.24146 -0.89032  -0.0759
C: -5.31458 -1.95889 0.33090  -0.0761
C: -4.18657 -1.15649 0.38697  -0.1009
H: -4.24482 1.24079 1.16899  0.0903
H: -4.45266 3.26830 2.57493  0.1042
H: -2.89266 5.14746 2.25971  0.1036
H: -1.13937 5.03037 0.51068  0.1083
H: -0.95627 3.01476 -0.90265  0.0573
H: -0.61755 -1.16065 -2.48421  0.1045
H: -0.11847 -0.96147 -4.90958  0.1125
H: -0.92936 1.00706 -6.16890  0.1067
H: -2.21258 2.77020 -5.02414  0.1065
H: -2.72986 2.55558 -2.60925  0.1079
H: -3.87243 -0.45952 -2.91673  0.1013
H: -5.84053 -1.94659 -3.00876  0.1060
H: -6.77342 -2.89132 -0.92890  0.1053
H: -5.72689 -2.37631 1.24029  0.1078
H: -3.69019 -0.97015 1.33160  0.1104

Calculated values
Net charge: 0
LUMO level (eV): 0.5
Kohn-Sham gap (eV): 7.65
ΔE to the lowest compared entry with this formula, charge and spin (kcal/mol): 0.0

Entry from the Open Molecules 2025 dataset: a single C23H29ClN6O molecule (wB97M-V/def2-TZVPD).

Each line ends with the natural charge from an NBO analysis.
Cartesian coordinates (Å):
C: -3.03024 -1.56007 -0.72084  -0.6098
C: -3.30539 -1.99820 0.71224  -0.3951
C: -2.65538 -1.10209 1.76739  -0.4026
C: -3.35444 0.24705 1.96474  -0.4324
C: -3.23075 1.18415 0.81656  0.3421
N: -4.20694 1.90203 0.32074  -0.4753
C: -3.65957 2.65226 -0.67395  -0.0963
C: -2.32384 2.38431 -0.78589  0.0725
C: -1.26277 2.86241 -1.72552  -0.2311
N: 0.03201 2.46249 -1.21652  -0.4626
C: 1.07785 2.27188 -2.19335  -0.2078
C: 2.14955 1.39194 -1.55314  -0.4065
C: 2.70518 2.06954 -0.30293  -0.0411
N: 3.65087 1.23058 0.40510  -0.1499
N: 4.70752 1.83746 0.93701  -0.2572
C: 5.41181 0.91763 1.56381  -0.0519
C: 4.80282 -0.33256 1.44514  -0.3395
C: 3.66064 -0.09356 0.70131  0.2783
N: 2.75772 -1.07531 0.25880  -0.6142
C: 1.45450 -1.22173 0.61111  0.6780
O: 0.81961 -0.41388 1.25774  -0.6166
C: 0.83802 -2.51138 0.16127  -0.1210
C: 0.12925 -3.23558 1.11667  -0.1710
C: -0.49510 -4.42405 0.79018  -0.2188
C: -0.43829 -4.89612 -0.51063  -0.1702
C: 0.24626 -4.18289 -1.47830  -0.2341
C: 0.88702 -3.00103 -1.14129  -0.0314
Cl: 1.71454 -2.13272 -2.39789  0.0091
C: 1.58116 2.51107 0.64078  -0.4246
C: 0.51374 3.28501 -0.12565  -0.2262
N: -2.06235 1.44600 0.17741  -0.5344
H: -3.50488 -0.60678 -0.93270  0.2172
H: -1.95902 -1.46507 -0.89060  0.1927
H: -3.42157 -2.29692 -1.41971  0.2053
H: -4.38421 -2.02483 0.87943  0.1979
H: -2.92367 -3.01482 0.84256  0.1946
H: -2.68375 -1.62770 2.72557  0.2026
H: -1.60631 -0.93998 1.51487  0.2115
H: -4.41889 0.09871 2.15175  0.2294
H: -2.92455 0.72932 2.84939  0.2166
H: -4.26063 3.33237 -1.24368  0.2003
H: -1.41119 2.38832 -2.70268  0.2097
H: -1.35285 3.95312 -1.87375  0.1863
H: 1.51976 3.22836 -2.52887  0.1627
H: 0.66641 1.76101 -3.06716  0.2063
H: 2.95526 1.18938 -2.26156  0.2128
H: 1.67353 0.45229 -1.28376  0.2133
H: 3.28692 2.95163 -0.59675  0.2261
H: 6.32005 1.17766 2.06896  0.2105
H: 5.13084 -1.27282 1.83863  0.2254
H: 3.19512 -1.86231 -0.20115  0.4170
H: 0.07992 -2.84538 2.12174  0.2362
H: -1.02968 -4.97680 1.54702  0.2251
H: -0.93232 -5.81724 -0.77858  0.2225
H: 0.28562 -4.53670 -2.49658  0.2330
H: 1.12993 1.62735 1.09076  0.2442
H: 1.99974 3.12923 1.43605  0.2181
H: 0.93198 4.23906 -0.49802  0.1643
H: -0.31933 3.51905 0.53984  0.2178
H: -1.15725 1.03589 0.34689  0.4420

Calculated values
Net charge: 0
LUMO level (eV): 0.3
Kohn-Sham gap (eV): 8.15
ΔE to the lowest compared entry with this formula, charge and spin (kcal/mol): 0.0

Entry from the Open Molecules 2025 dataset: a single C3H5ClO2 molecule in a non-equilibrium geometry (wB97M-V/def2-TZVPD).

Each line ends with the natural charge from an NBO analysis.
Cartesian coordinates (Å):
C: -0.91764 -0.33302 1.26506  -0.6547
C: 0.07039 0.48739 0.30872  -0.2979
Cl: -0.93713 1.56254 -0.69497  -0.0105
C: 0.89363 -0.27057 -0.77275  0.7755
O: 1.13778 -1.47686 -1.00167  -0.5486
O: 1.29519 0.65635 -1.84290  -0.7144
H: -1.60829 0.19211 1.99754  0.2533
H: -1.85005 -0.72047 0.72157  0.2349
H: -0.29483 -1.31393 1.67756  0.2392
H: 0.71791 1.01989 0.93045  0.2383
H: 1.49303 0.19656 -2.58862  0.4848

Calculated values
Net charge: 0
LUMO level (eV): 0.7
Kohn-Sham gap (eV): 11.25
ΔE to the lowest compared entry with this formula, charge and spin (kcal/mol): 40.4

Entry from the Open Molecules 2025 dataset: 2 unconnected molecules or ions with the total composition CF2O3S in a non-equilibrium geometry (wB97M-V/def2-TZVPD).

Each line ends with the natural charge from an NBO analysis.
Cartesian coordinates (Å):
C: -2.79914 -0.15698 -0.03460  1.0162
O: -3.50613 0.37027 0.66727  -0.4889
O: 3.25643 -0.45239 -0.33661  -0.8682
O: -1.96193 -0.44536 -0.77421  -0.5295
F: 1.78109 1.41190 -0.26088  -0.5131
F: 1.34589 -0.49513 1.09850  -0.4894
S: 1.88379 -0.23231 -0.35946  1.8729

Calculated values
Net charge: 0
LUMO level (eV): 0.3
Kohn-Sham gap (eV): 12.49
ΔE to the lowest compared entry with this formula, charge and spin (kcal/mol): 0.0

Number 1: total energy -362.67423 Ha. Number 2: total energy -1366.29703 Ha. Number 3: total energy -3364.74001 Ha. Number 4: total energy -1757.84034 Ha. Number 5: total energy -727.93355 Ha. Number 6: total energy -861.77131 Ha.